Entry from the OMol25 dataset: the ion C5H13N with charge +1 (ωB97M-V/def2-TZVPD).

Geometry as XYZ:
```
19
Properties=species:S:1:pos:R:3:nbo_charge:R:1
H 1.68 -0.10 -0.88 0.20
H 0.49 -0.75 -2.03 0.23
N -0.33 -1.74 1.94 -0.32
H -0.30 0.74 2.06 0.21
C 0.34 1.39 -1.88 -0.62
H -1.33 1.60 0.94 0.26
H 0.05 -2.42 0.03 0.29
C -0.29 -0.21 0.06 -0.25
H 0.78 1.58 -2.89 0.25
H -1.06 -0.87 2.06 0.42
H 0.72 2.22 -1.24 0.21
C -0.31 1.02 0.92 -0.66
H -0.66 1.55 -1.88 0.21
C 0.61 0.02 -1.27 -0.36
H -1.35 -0.43 -0.22 0.23
H 1.26 -1.47 0.78 0.31
C 0.20 -1.48 0.68 -0.28
H 0.51 1.80 0.88 0.27
H -0.99 -2.47 1.97 0.41
```

Calculated values
HOMO energy (alpha / beta)   -15.490 / -15.462 eV
Relative energy (zero: lowest compared OMol25 entry of this formula, charge and spin)   2.4356 eV
LUMO (alpha / beta)   -3.40 / -9.03 eV
Expectation value of S²   0.754
Charge   +1
Total energy   -252.663537 Eh
Multiplicity   2



Entry from the OMol25 dataset: a cluster of 2 separate species, C5H13N in total (ωB97M-V/def2-TZVPD).

Geometry as XYZ:
```
19
Properties=species:S:1:pos:R:3:nbo_charge:R:1
H -2.50 -2.41 -0.99 0.24
C 1.22 0.87 0.94 -0.31
H -2.55 -0.86 -0.07 0.22
C -1.62 -0.65 -2.02 -0.15
H 2.36 -0.86 1.56 0.24
H -2.05 -0.86 -3.00 0.22
H 0.75 -0.90 2.08 0.23
H -0.90 1.24 -2.77 0.22
H -0.83 0.93 -0.96 0.13
H 1.04 -1.27 0.35 0.27
H 1.94 1.75 2.72 0.42
N 2.16 1.61 1.73 -0.27
H 2.25 2.52 1.26 0.42
H 1.38 1.07 -0.11 0.25
H -1.08 -1.70 -0.27 0.20
C 1.35 -0.68 1.20 -0.59
H 0.14 1.09 1.11 0.33
C -2.01 -1.46 -0.81 -0.66
C -1.06 0.55 -1.96 -0.41
```

Calculated values
HOMO energy (alpha / beta)   -12.697 / -12.695 eV
Relative energy (zero: lowest compared OMol25 entry of this formula, charge and spin)   2.5110 eV
LUMO (alpha / beta)   -3.71 / -9.33 eV
Expectation value of S²   0.755
Charge   +1
Total energy   -252.660768 Eh
Multiplicity   2



Entry from the OMol25 dataset: an isolated molecule of C5H13N2 (ωB97M-V/def2-TZVPD).

Geometry as XYZ:
```
20
Properties=species:S:1:pos:R:3:nbo_charge:R:1
C -1.68 0.96 0.42 -0.40
C 0.61 0.12 1.34 -0.22
H -3.21 0.07 -0.71 0.21
H 0.20 1.66 -0.21 0.18
H 1.90 -0.43 -2.60 0.39
H -1.58 -0.56 -1.18 0.22
H -0.13 2.15 1.34 0.20
N 1.64 -0.11 -1.69 -0.85
H 1.53 0.86 -1.47 0.39
H 1.65 0.42 1.50 0.19
C -0.19 1.25 0.72 -0.40
H -2.34 -1.15 0.23 0.20
H 0.17 -1.86 0.66 0.38
H -2.13 0.94 1.41 0.19
C 1.44 -1.10 -0.75 0.04
C -2.22 -0.23 -0.35 -0.62
H 0.18 -0.22 2.28 0.20
H -2.06 1.92 0.03 0.20
H 1.88 -2.06 -1.00 0.15
N 0.68 -1.03 0.40 -0.65
```

Calculated values
HOMO energy (alpha / beta)   -4.863 / -8.587 eV
Relative energy (zero: lowest compared OMol25 entry of this formula, charge and spin)   0.6115 eV
LUMO (alpha / beta)   1.17 / 1.01 eV
Expectation value of S²   0.753
Total energy   -307.726712 Eh
Multiplicity   2



Entry from the OMol25 dataset: an isolated molecule of C5H13N2 (ωB97M-V/def2-TZVPD).

Geometry as XYZ:
```
20
Properties=species:S:1:pos:R:3:nbo_charge:R:1
H 1.97 -0.37 1.88 0.22
H -1.77 1.19 0.29 0.19
N 0.21 -0.68 0.80 -0.73
C 0.68 1.04 -0.78 -0.42
H -3.52 -0.46 0.17 0.36
H -2.54 -1.54 -0.36 0.35
N -2.54 -0.74 0.27 -0.84
H -0.23 -0.17 1.57 0.40
H -0.05 -1.71 0.97 0.22
H 2.67 0.29 -0.86 0.21
C -0.28 -0.11 -0.49 -0.16
C 2.00 0.67 -0.09 -0.43
H -2.11 0.64 -1.35 0.19
H -0.17 -0.92 -1.22 0.20
H 2.12 -1.46 0.50 0.20
C -1.73 0.32 -0.37 -0.24
H 0.84 1.11 -1.85 0.22
C 1.70 -0.51 0.84 -0.36
H 0.26 1.99 -0.43 0.21
H 2.52 1.43 0.49 0.22
```

Calculated values
HOMO energy (alpha / beta)   -2.978 / -10.223 eV
Relative energy (zero: lowest compared OMol25 entry of this formula, charge and spin)   1.5430 eV
LUMO (alpha / beta)   0.99 / 0.73 eV
Expectation value of S²   0.751
Total energy   -307.692480 Eh
Multiplicity   2



Entry from the OMol25 dataset: the ion C5H13N2 with charge +1 (ωB97M-V/def2-TZVPD).

Geometry as XYZ:
```
20
Properties=species:S:1:pos:R:3:nbo_charge:R:1
H -0.13 -0.62 2.76 0.23
H -0.79 -0.55 -3.28 0.45
H -1.65 0.94 -3.01 0.46
N 1.89 0.83 2.26 -0.80
H 1.06 -0.58 -1.23 0.23
C 1.39 0.60 1.00 0.04
H -1.93 -0.80 -1.15 0.25
H 2.13 1.06 0.32 0.19
H 0.10 -1.92 -0.82 0.23
H -1.31 0.74 -0.53 0.26
H 2.29 1.75 2.37 0.39
N -0.90 0.33 -2.71 -0.68
H 0.01 0.68 -2.99 0.45
C 0.41 -0.26 0.67 -0.15
H 1.62 0.45 3.15 0.40
H -1.28 -1.44 1.50 0.22
H -1.32 0.26 1.89 0.21
C -1.11 -0.13 -1.29 -0.26
C 0.12 -0.76 -0.70 -0.46
C -0.61 -0.56 1.76 -0.65
```

Calculated values
HOMO energy   -11.137 eV
Relative energy (zero: lowest compared OMol25 entry of this formula, charge and spin)   2.9683 eV
Structure (SMILES)   C/C(=C\N)CC[NH3+]
LUMO   -3.76 eV
Charge   +1
Total energy   -307.512526 Eh



Entry from the OMol25 dataset: the ion C5H13N2 with charge +1 (ωB97M-V/def2-TZVPD).

Geometry as XYZ:
```
20
Properties=species:S:1:pos:R:3:nbo_charge:R:1
C -0.29 -1.91 -0.01 -0.43
H 0.53 2.05 -0.42 0.30
C -2.13 0.15 -0.30 -0.70
H -0.67 -2.05 -1.02 0.23
H 0.56 -2.57 0.13 0.24
C 1.53 -0.27 0.50 -0.06
H -2.18 -0.34 -1.28 0.27
H 2.36 -0.17 -1.37 0.38
H 1.58 0.36 1.40 0.22
H -1.12 2.53 0.05 0.25
H 2.00 -1.24 0.73 0.20
H 0.06 2.00 1.26 0.26
C -0.73 0.44 0.06 0.53
N 2.12 0.44 -0.60 -0.84
H -2.59 -0.54 0.41 0.27
N 0.12 -0.53 0.20 -0.29
H -1.07 -2.19 0.69 0.24
C -0.31 1.84 0.24 -0.72
H 2.95 0.96 -0.33 0.40
H -2.73 1.05 -0.34 0.26
```

Calculated values
HOMO energy   -14.179 eV
Relative energy (zero: lowest compared OMol25 entry of this formula, charge and spin)   1.1502 eV
Structure (SMILES)   CC(C)=[N+](C)CN
LUMO   -3.87 eV
Charge   +1
Total energy   -307.579338 Eh



Entry from the OMol25 dataset: the ion C5H13N2 with charge +1 (ωB97M-V/def2-TZVPD).

Geometry as XYZ:
```
20
Properties=species:S:1:pos:R:3:nbo_charge:R:1
H 1.29 0.97 2.46 0.40
H -2.40 0.28 1.39 0.44
C 0.62 -0.34 -1.48 -0.45
H -1.57 1.46 0.62 0.44
H 1.14 1.48 -0.26 0.19
H -1.25 -0.38 -2.60 0.25
C 1.51 -0.33 0.81 -0.02
H 0.86 -1.40 -1.35 0.23
C -0.83 0.13 -1.74 -0.39
N 1.22 0.01 2.12 -0.85
N -1.63 0.45 0.73 -0.70
H 2.24 -1.14 0.70 0.23
H -0.76 0.16 1.22 0.47
H -1.21 -1.37 -0.26 0.23
H 1.07 -0.03 -2.44 0.22
C 1.26 0.40 -0.33 -0.31
C -1.65 -0.42 -0.50 -0.23
H -2.73 -0.46 -0.76 0.22
H 1.59 -0.65 2.78 0.40
H -1.04 1.20 -1.82 0.22
```

Calculated values
HOMO energy   -11.815 eV
Relative energy (zero: lowest compared OMol25 entry of this formula, charge and spin)   2.8974 eV
Structure (SMILES)   N/C=C/CCC[NH3+]
LUMO   -3.26 eV
Charge   +1
Total energy   -307.515133 Eh



Entry from the OMol25 dataset: a cluster of 2 separate species, C5H13N2 in total (ωB97M-V/def2-TZVPD).

Geometry as XYZ:
```
20
Properties=species:S:1:pos:R:3:nbo_charge:R:1
H 1.95 0.20 2.46 0.41
H -0.96 -2.83 -0.38 0.25
N 2.40 1.10 2.23 -1.00
C -1.48 -2.05 0.20 -0.66
H -2.94 -0.66 -1.75 0.26
H -1.10 -1.81 1.21 0.24
C 0.44 1.33 -0.67 0.25
H 1.93 1.50 0.96 0.42
H -2.58 -2.42 0.22 0.26
H 2.09 1.74 2.86 0.39
H -1.63 -0.07 -2.71 0.24
H -1.91 -1.77 -2.52 0.25
N 1.47 1.90 -0.13 -0.70
C -1.90 -0.84 -1.97 -0.69
H 0.13 1.83 -1.65 0.21
H 1.99 2.76 -0.48 0.43
H 3.42 1.12 2.17 0.42
C -0.34 0.08 -0.16 -0.36
C -1.16 -0.94 -0.71 0.21
H 0.19 -0.16 0.81 0.18
```

Calculated values
HOMO energy   -13.160 eV
Relative energy (zero: lowest compared OMol25 entry of this formula, charge and spin)   2.6943 eV
LUMO   -3.89 eV
Charge   +1
Total energy   -307.522594 Eh